No. 1
Entry from the Open Molecules 2025 dataset: a molecular structure, C49H44N3O2P2RhS (ωB97M-V/def2-TZVPD).

Values from the calculation:
Spin multiplicity = 5
HOMO (spin up / spin down) = -10.232 / -12.315 eV
Total charge = +2
Orbital gap (spin up / spin down) = 5.6 / 2.6 eV

Each line ends with the Mulliken spin population.
CARTESIAN COORDINATES (ANGSTROEM)
Rh -1.804 0.581 -0.650  1.165
O 0.659 8.232 -0.487  0.001
C 0.844 7.024 -1.025  0.001
O 1.834 6.762 -1.655  0.007
C -0.206 5.980 -0.805  0.040
C -0.903 5.814 0.387  -0.018
C -1.699 4.699 0.581  0.086
C -1.821 3.715 -0.415  -0.118
C -1.238 3.978 -1.663  0.028
C -0.409 5.063 -1.834  0.004
N -2.446 2.496 -0.160  0.246
C -3.468 2.455 0.712  0.240
C -4.069 1.231 1.003  0.135
C -5.165 1.095 1.888  0.076
C -5.764 -0.121 2.051  0.033
C -5.305 -1.209 1.285  0.132
C -4.229 -1.023 0.453  0.004
N -3.569 0.136 0.334  0.119
H -0.220 8.341 -0.108  0.000
H -0.795 6.527 1.197  0.001
H -2.174 4.551 1.542  0.015
H -1.465 3.324 -2.491  -0.008
H 0.095 5.247 -2.772  -0.003
H -3.914 3.372 1.076  0.032
H -5.506 1.969 2.427  0.001
H -6.590 -0.250 2.736  0.003
H -5.790 -2.173 1.335  0.006
H -3.886 -1.822 -0.187  -0.026
C 2.305 -5.281 3.025  -0.034
S 0.832 -6.047 2.351  0.889
C 0.056 -4.672 1.488  -0.052
C -0.470 -3.630 2.476  0.039
C -1.207 -2.494 1.767  0.015
N -0.374 -1.712 0.824  0.041
P -0.943 -1.623 -0.843  -0.060
C 0.606 -1.678 -1.799  -0.001
C 1.766 -2.265 -1.314  0.010
C 2.845 -2.477 -2.162  0.011
C 2.758 -2.134 -3.503  0.000
C 1.599 -1.547 -3.996  0.021
C 0.531 -1.313 -3.146  0.000
C -1.585 -3.305 -1.305  -0.007
C -0.991 -3.997 -2.369  0.007
C -1.456 -5.240 -2.773  -0.001
C -2.523 -5.840 -2.127  0.001
C -3.139 -5.167 -1.085  -0.004
C -2.696 -3.911 -0.699  -0.001
P -0.324 -0.026 1.361  0.096
C 0.253 -0.245 3.105  0.054
C 1.387 -1.026 3.339  0.002
C 1.905 -1.134 4.619  0.007
C 1.294 -0.467 5.675  -0.001
C 0.183 0.326 5.441  0.012
C -0.334 0.444 4.156  0.022
C 1.184 0.907 0.906  -0.047
C 2.487 0.459 0.735  0.000
C 3.530 1.374 0.697  0.004
C 3.288 2.734 0.825  -0.002
C 1.989 3.190 0.990  -0.002
C 0.948 2.278 1.036  0.024
H 2.887 -6.064 3.506  -0.005
H 2.014 -4.529 3.761  0.049
H 2.872 -4.829 2.211  0.031
H -0.756 -5.120 0.911  -0.012
H 0.791 -4.244 0.800  0.037
H 0.341 -3.220 3.074  0.017
H -1.182 -4.098 3.162  -0.001
H -1.610 -1.841 2.545  -0.010
H -2.057 -2.924 1.251  0.008
H 1.807 -2.572 -0.276  -0.003
H 3.750 -2.934 -1.781  0.000
H 3.581 -2.346 -4.172  0.000
H 1.522 -1.297 -5.045  0.000
H -0.390 -0.895 -3.539  -0.013
H -0.155 -3.582 -2.905  -0.001
H -0.971 -5.735 -3.604  0.000
H -2.886 -6.809 -2.444  0.000
H -3.980 -5.611 -0.568  0.000
H -3.257 -3.429 0.085  0.015
H 1.876 -1.522 2.511  0.000
H 2.801 -1.718 4.792  0.000
H 1.689 -0.565 6.677  0.000
H -0.275 0.865 6.259  0.000
H -1.187 1.086 3.970  0.013
H 2.702 -0.594 0.624  -0.001
H 4.546 1.021 0.573  0.001
H 4.110 3.438 0.799  0.000
H 1.783 4.247 1.093  0.000
H -0.069 2.629 1.179  0.015
C -0.267 1.180 -1.677  0.099
C 0.673 1.590 -2.382  0.045
C 1.727 2.091 -3.141  0.190
C 1.503 3.129 -4.073  0.098
C 2.558 3.684 -4.757  -0.038
C 3.849 3.189 -4.571  0.149
C 4.079 2.132 -3.689  -0.048
C 3.040 1.593 -2.968  0.095
H 0.492 3.473 -4.245  0.003
H 2.390 4.509 -5.435  0.001
H 4.674 3.619 -5.121  0.004
H 5.082 1.748 -3.560  0.000
H 3.200 0.778 -2.281  0.014


No. 2
Entry from the Open Molecules 2025 dataset: a molecular structure, CHCdO2 at a distorted geometry (ωB97M-V/def2-TZVPD).

Values from the calculation:
Relative energy (zero: lowest compared OMol25 entry of this formula, charge and spin) = 111.7 kJ/mol
HOMO = -15.754 eV
Total charge = +1
Orbital gap = 7.7 eV

Each line ends with the natural charge from an NBO analysis.
CARTESIAN COORDINATES (ANGSTROEM)
O 0.604 -0.608 -1.165  -0.505
C 0.530 -0.438 0.061  0.362
O -0.591 0.446 0.148  -0.895
Cd 0.128 0.201 2.000  1.479
H -0.671 0.399 -1.045  0.559